{"formula": "C23H33AlBF4LiN5NaO19S", "method": "ωB97M-V/def2-TZVPD", "symbols": ["C", "C", "O", "C", "C", "C", "C", "N", "C", "C", "C", "B", "N", "O", "C", "O", "N", "C", "F", "F", "F", "C", "O", "H", "H", "H", "H", "H", "H", "H", "H", "H", "H", "H", "H", "H", "Al", "C", "O", "C", "C", "O", "C", "H", "H", "H", "H", "H", "H", "H", "H", "H", "H", "O", "S", "O", "O", "O", "O", "H", "C", "O", "O", "O", "Na", "C", "N", "O", "O", "H", "H", "H", "Li", "C", "C", "N", "H", "H", "H", "C", "C", "O", "C", "O", "O", "F", "H", "H", "H"], "coordinates": [[-0.110538, 3.351681, -0.388977], [0.219997, 2.964285, -1.842631], [1.326028, 2.124939, -1.833616], [-0.974899, 2.278856, -2.584108], [-1.292951, 0.920918, -1.970938], [-2.173079, 0.913293, -0.910918], [-2.522107, -0.250609, -0.264231], [-3.405140, -0.250091, 0.843778], [-1.945978, -1.395413, -0.717905], [-1.054769, -1.411051, -1.813484], [-0.713127, -0.249867, -2.468448], [0.308219, -0.355955, -3.694281], [-0.194617, -0.926190, -4.967539], [1.630233, 0.014441, -3.625818], [-0.602028, -2.865425, -2.017350], [-0.208107, -3.478673, -2.978249], [-0.829972, -3.391495, -0.706076], [0.258649, -3.339623, 0.180538], [0.009101, -3.937937, 1.324284], [0.653447, -2.100661, 0.423847], [1.316697, -3.986217, -0.416003], [-2.082576, -2.838775, -0.239049], [-2.974298, -3.406334, 0.313420], [0.561017, 4.093153, 0.034541], [-1.181971, 3.648585, -0.316987], [-0.015460, 2.453866, 0.233000], [0.520856, 3.834206, -2.439824], [1.218626, 1.458447, -1.135550], [-0.706228, 2.185482, -3.640316], [-1.891655, 2.938767, -2.536948], [-2.598384, 1.863603, -0.594877], [-2.937396, -0.517472, 1.697644], [-4.237882, -0.793847, 0.677190], [-0.358599, -1.915876, -4.771277], [-1.106227, -0.525233, -5.174752], [2.223948, -0.733168, -3.508075], [-2.696523, 4.198234, -1.816074], [-0.615371, 1.880700, 5.021749], [-0.092678, 3.197887, 5.186622], [1.089105, 3.413218, 4.375490], [0.719283, 4.168904, 3.121869], [-0.131318, 3.387375, 2.277852], [-1.490919, 3.770419, 2.401323], [-1.638331, 1.866471, 5.425526], [-0.650743, 1.579629, 3.977249], [-0.004428, 1.158428, 5.579409], [1.583879, 2.464360, 4.141352], [1.783906, 4.015166, 4.965045], [1.632911, 4.375401, 2.560066], [0.240820, 5.129835, 3.355809], [-1.670526, 4.711537, 1.869840], [-1.790627, 3.892442, 3.442826], [-2.103619, 2.980696, 1.951654], [1.279214, -0.538685, 3.616362], [2.425484, -0.352776, 2.697103], [3.402674, 0.578356, 3.287748], [1.904652, 0.184399, 1.406895], [3.075940, -1.660334, 2.459216], [-0.579752, 7.221019, 3.249118], [-0.735093, 7.637851, 4.104563], [-2.613606, -6.146713, -1.925989], [-1.617494, -6.764819, -1.527280], [-3.749047, -6.669778, -2.119364], [-2.617099, -4.903402, -2.194733], [-0.618748, 3.046788, 7.128103], [-5.267838, -2.716930, 3.630888], [-4.987354, -1.330866, 4.099523], [-4.676711, -0.502500, 3.264394], [-5.086468, -1.122949, 5.286220], [-5.138764, -2.753971, 2.555092], [-4.564022, -3.377627, 4.128285], [-6.290481, -2.953900, 3.908783], [1.856416, -4.081204, -3.212136], [3.051399, -6.614015, -7.190931], [2.888842, -5.534033, -6.235711], [2.759680, -4.677313, -5.486943], [2.162463, -6.725407, -7.810039], [3.897493, -6.428385, -7.851084], [3.225656, -7.561474, -6.683063], [4.006645, 0.852472, -1.236179], [4.495989, 1.840428, -0.223561], [5.863494, 1.463523, -0.067723], [6.254711, 0.925047, -1.251913], [7.381853, 0.745940, -1.574503], [5.180138, 0.617547, -2.029963], [3.819157, 1.676719, 0.911643], [3.681687, -0.083239, -0.774455], [3.193098, 1.255973, -1.812796], [4.442139, 2.888948, -0.533194]], "atomic_forces_ev_per_a": [[-0.14, -0.78, -1.09], [-0.20, 0.56, 0.52], [0.03, -0.12, -0.24], [1.11, -0.88, 0.40], [-0.16, 0.97, -0.58], [0.05, 0.49, -0.29], [-0.80, -0.28, 0.93], [0.05, 0.85, -0.39], [0.42, -1.61, -1.08], [-0.74, -0.68, -0.08], [0.66, 0.39, -0.59], [-0.17, -0.01, -1.05], [0.17, 0.26, 0.74], [-0.50, -0.65, 0.79], [-0.88, 1.75, 1.44], [1.35, 0.42, 0.18], [-0.21, -2.44, -0.57], [1.05, -0.73, 0.29], [-0.28, -0.02, -0.09], [0.13, 0.18, 0.02], [-0.16, 0.25, -0.13], [-0.44, 1.55, 0.28], [1.08, 0.44, -0.12], [-0.26, 0.17, -0.14], [0.28, 0.32, 0.50], [-0.16, 0.18, 0.04], [-0.08, 0.01, 0.09], [0.09, 0.05, 0.14], [-0.24, 0.17, 0.00], [1.23, -1.85, -1.08], [-0.14, -0.22, 0.37], [-0.20, -0.11, 0.10], [0.07, -0.20, 0.25], [-0.14, -0.03, -0.42], [-0.15, -0.35, -0.02], [0.45, 0.28, -0.33], [-1.10, 1.89, 1.17], [-0.07, -0.37, -0.02], [0.29, -0.19, -0.64], [0.34, 0.26, -0.41], [0.08, 0.16, -0.01], [-0.39, -0.07, 0.58], [0.07, -0.06, -0.31], [-0.08, 0.05, -0.17], [0.10, -0.10, 0.04], [0.08, -0.17, -0.32], [-0.18, -0.11, 0.08], [-0.08, 0.05, 0.01], [0.07, -0.04, 0.04], [0.00, 0.25, -0.02], [-0.05, 0.19, 0.25], [-0.04, 0.12, -0.06], [0.05, -0.10, 0.04], [-0.34, -0.02, 0.16], [-0.12, 0.08, -0.19], [-0.20, 0.00, 0.00], [-0.35, -0.08, -0.09], [-0.05, -0.05, -0.04], [-0.02, -0.55, 0.02], [-0.01, 0.06, -0.08], [-0.58, 0.32, -0.17], [0.03, 0.05, -0.07], [0.30, -0.20, 0.13], [0.22, -0.07, -0.11], [-0.12, 0.27, 1.00], [0.01, -0.07, -0.21], [-0.01, -0.14, -0.11], [-0.07, -0.01, 0.17], [0.00, 0.08, 0.11], [0.05, 0.04, 0.01], [-0.06, 0.01, 0.08], [0.04, -0.02, 0.12], [-0.47, -0.27, -0.33], [0.07, -0.32, -0.35], [0.02, -0.05, -0.12], [-0.31, 0.12, 0.84], [-0.07, 0.13, 0.09], [0.03, 0.15, 0.09], [-0.01, 0.09, 0.15], [-0.11, -0.35, -0.41], [-0.23, -0.37, 0.50], [-0.09, 0.24, -0.53], [0.13, -0.14, 0.13], [0.06, -0.07, -0.05], [0.02, 0.16, 0.16], [0.60, 0.68, 0.21], [0.12, 0.15, 0.37], [0.19, 0.05, -0.58], [0.07, -0.02, 0.00]], "total_charge": 0, "homo_lumo_gap_ev": 1.2, "homo_energy_ev": -5.4, "lumo_ev": -4.21, "spin_multiplicity": 1, "e_tot_ev": -104323.907}

{"formula": "C23H33AuN2O2P2", "method": "ωB97M-V/def2-TZVPD", "symbols": ["Au", "P", "C", "C", "N", "C", "C", "C", "C", "C", "P", "H", "H", "H", "H", "H", "H", "H", "H", "O", "H", "H", "O", "H", "C", "H", "H", "H", "C", "H", "H", "H", "C", "H", "H", "H", "C", "H", "H", "H", "C", "C", "C", "C", "C", "C", "N", "C", "C", "C", "C", "C", "C", "H", "H", "H", "H", "H", "H", "H", "H", "H", "H"], "coordinates": [[-0.397793, 0.031275, -0.287096], [1.764871, -0.925543, -0.372467], [2.073395, -1.038487, -2.135560], [0.934753, -1.604457, -2.844407], [-0.310414, -1.235508, -2.401429], [-1.413927, -1.808916, -2.878888], [-1.359220, -2.737602, -3.926090], [-0.115217, -3.096816, -4.444720], [1.035612, -2.511955, -3.932945], [-2.741275, -1.339766, -2.284744], [-2.470837, 0.225765, -1.365364], [2.034237, -2.769664, -4.272082], [-2.305346, -3.178038, -4.286607], [-0.043945, -3.832466, -5.250100], [-3.505892, -1.202726, -3.067571], [-3.107577, -2.096783, -1.566287], [2.225411, 0.513869, -2.478916], [3.051092, -1.445585, -2.410212], [1.335053, 2.197917, -2.146263], [2.412731, 1.493639, -2.496985], [2.739056, 1.825342, -3.322755], [-0.077448, 1.823878, -1.242595], [0.367153, 2.612409, -1.776273], [0.281454, 3.460556, -1.291367], [-2.524622, 1.472369, -2.681505], [-3.482728, 1.390299, -3.209008], [-2.440573, 2.472384, -2.241128], [-1.708123, 1.323668, -3.398366], [-3.896089, 0.497422, -0.313458], [-3.655252, 1.333548, 0.355983], [-4.782470, 0.748933, -0.911072], [-4.090273, -0.400069, 0.288527], [1.909818, -2.595459, 0.310201], [2.951525, -2.941844, 0.252850], [1.584199, -2.590400, 1.354043], [1.269240, -3.285429, -0.252914], [3.155329, -0.011729, 0.331299], [2.914045, 0.268121, 1.365739], [4.055994, -0.646666, 0.331768], [3.359187, 0.896824, -0.257052], [0.604791, 4.582976, 2.679575], [1.198959, 3.993340, 1.562323], [1.037082, 2.639309, 1.327149], [0.263198, 1.831914, 2.196430], [-0.295580, 2.439268, 3.344801], [-0.139269, 3.803690, 3.570825], [-0.002165, 0.512407, 1.857415], [-0.155193, -0.498096, 2.783215], [0.527074, -0.452626, 4.031739], [0.493443, -1.553586, 4.885247], [-0.233732, -2.701702, 4.537131], [-0.929306, -2.749694, 3.321489], [-0.906633, -1.657612, 2.456375], [0.717352, 5.648071, 2.879544], [1.799459, 4.606179, 0.886582], [1.558594, 2.160225, 0.492661], [-0.870385, 1.807154, 4.021379], [-0.615279, 4.239835, 4.450955], [1.099571, 0.441765, 4.304030], [1.030350, -1.520265, 5.833265], [-0.272326, -3.566539, 5.206482], [-1.500892, -3.631375, 3.029149], [-1.434256, -1.666959, 1.498039]], "atomic_forces_ev_per_a": [[-0.01, -1.13, -0.15], [1.54, -0.38, -1.52], [-0.71, -0.68, 0.33], [-0.08, 0.12, 0.19], [0.87, -0.53, -0.24], [-0.47, -0.34, -0.98], [-0.89, 0.17, 0.63], [0.46, 0.25, -0.05], [-0.29, 0.20, 0.52], [0.38, -0.35, 0.28], [-0.34, 0.24, -0.35], [-0.24, -0.08, -0.07], [0.73, 0.28, 0.12], [-0.04, 0.27, 0.28], [0.25, -0.04, 0.34], [0.04, 0.26, -0.31], [-0.09, -1.98, -0.21], [-0.15, 0.10, 0.11], [1.23, -0.43, -0.20], [-0.83, 3.21, 0.95], [0.48, 0.02, -0.92], [0.68, 1.69, -0.86], [-1.55, -0.81, 0.80], [0.32, -0.55, -0.14], [-0.09, 0.20, 0.01], [0.17, 0.07, 0.09], [-0.07, -0.14, -0.18], [-0.16, -0.02, 0.20], [-0.41, 0.19, 0.07], [-0.20, -0.21, -0.12], [0.13, -0.12, 0.23], [0.02, 0.26, -0.11], [-0.40, -0.20, 0.52], [-0.27, 0.21, -0.07], [0.10, -0.18, 0.00], [0.12, 0.19, 0.10], [0.19, 0.21, 0.29], [0.21, -0.06, -0.19], [-0.32, 0.21, -0.01], [-0.09, -0.37, 0.24], [-0.28, 0.06, 0.37], [0.02, 0.09, 0.04], [-0.10, -0.42, -0.17], [0.18, 0.64, 0.25], [0.05, -0.28, -0.19], [0.05, -0.27, -0.06], [-0.43, -0.09, 0.40], [0.22, 0.16, 0.32], [0.01, -0.18, 0.20], [-0.18, 0.14, -0.18], [-0.02, 0.03, -0.05], [-0.17, 0.46, -0.46], [0.46, -0.06, 0.12], [0.02, -0.27, -0.15], [-0.09, -0.23, 0.23], [-0.22, 0.18, 0.29], [-0.01, 0.34, -0.12], [0.23, -0.02, -0.31], [-0.17, -0.48, -0.16], [-0.13, 0.01, -0.28], [0.10, 0.39, -0.23], [0.17, 0.21, 0.23], [0.04, -0.16, 0.31]], "total_charge": 2, "homo_lumo_gap_ev": [7.0, 5.3], "homo_energy_ev": [-13.0, -12.9], "lumo_ev": [-5.95, -7.68], "spin_multiplicity": 3, "e_tot_ev": -53716.093, "s_squared": 2.06}

{"formula": "C23H33BCaN7", "method": "ωB97M-V/def2-TZVPD", "symbols": ["Ca", "C", "C", "C", "C", "C", "C", "N", "N", "B", "N", "C", "C", "C", "N", "C", "C", "C", "N", "C", "C", "C", "N", "C", "C", "C", "H", "H", "H", "H", "H", "H", "H", "H", "H", "H", "H", "H", "H", "H", "H", "H", "H", "H", "H", "H", "H", "H", "H", "H", "H", "H", "H", "H", "C", "C", "C", "N", "C", "C", "H", "H", "H", "H", "H"], "coordinates": [[-0.125247, 0.125523, -0.235663], [1.019103, 4.012810, 3.265501], [0.504888, 3.045171, 2.207593], [-0.757400, 3.581602, 1.533803], [0.284652, 1.670017, 2.779201], [0.197484, 1.239742, 4.101361], [-0.028035, -0.121484, 4.011359], [-0.066456, -0.475938, 2.724697], [0.114429, 0.640561, 1.943812], [-0.409634, -1.882777, 2.137640], [-1.771339, -1.842324, 1.363045], [-2.834256, -2.625493, 1.563495], [-3.822663, -2.291447, 0.656512], [-3.275320, -1.250357, -0.089417], [-2.035634, -0.975195, 0.326529], [-3.851019, -0.482714, -1.248373], [-5.331307, -0.781207, -1.444124], [-3.067315, -0.753611, -2.533504], [0.732618, -2.392419, 1.185115], [1.416562, -3.530510, 1.297517], [2.183538, -3.716312, 0.162555], [1.936096, -2.591448, -0.617797], [1.038456, -1.795402, -0.018326], [2.494678, -2.224836, -1.968558], [3.315021, -3.364387, -2.560679], [1.384569, -1.779894, -2.919298], [1.251554, 4.980020, 2.818854], [1.919815, 3.637179, 3.751838], [0.265204, 4.184213, 4.038327], [1.271532, 2.938483, 1.430320], [-1.590312, 3.639049, 2.237435], [-1.090398, 2.947238, 0.705702], [-0.587199, 4.579694, 1.126426], [0.299012, 1.826107, 4.998007], [-0.157229, -0.869386, 4.777581], [-0.512928, -2.661560, 3.046878], [-2.812140, -3.366648, 2.346811], [-4.800708, -2.730723, 0.564253], [-3.747917, 0.580941, -1.008384], [-5.481450, -1.821874, -1.743045], [-5.745781, -0.152467, -2.232198], [-5.900482, -0.604063, -0.531416], [-3.062935, -1.818195, -2.776336], [-2.015723, -0.446807, -2.475394], [-3.503467, -0.214994, -3.376104], [1.294748, -4.143068, 2.176666], [2.835636, -4.543724, -0.055619], [3.174660, -1.375661, -1.830457], [2.697078, -4.251457, -2.723317], [4.143439, -3.644686, -1.908889], [3.736360, -3.071896, -3.523112], [0.595705, -2.530576, -2.992791], [1.778164, -1.598543, -3.920351], [0.918082, -0.837781, -2.610525], [3.144946, 3.726023, -1.806337], [3.485337, 2.517400, -1.222402], [2.491695, 1.574985, -1.040366], [1.213439, 1.785344, -1.399732], [0.900516, 2.964569, -1.954786], [1.831871, 3.956983, -2.181756], [3.899179, 4.485807, -1.966260], [4.498272, 2.303740, -0.911677], [2.724357, 0.615642, -0.584243], [-0.136697, 3.115450, -2.227458], [1.528294, 4.887573, -2.640138]], "atomic_forces_ev_per_a": [[-0.09, 0.68, -1.05], [-0.03, 0.11, 0.06], [0.13, -0.07, 0.03], [-0.19, 0.02, -0.04], [-0.10, 0.06, -0.33], [0.04, -0.02, 0.09], [0.02, -0.13, 0.08], [-0.20, 0.14, -0.49], [0.15, -0.35, 1.00], [0.06, -0.04, 0.01], [0.27, 0.40, -0.20], [0.04, -0.09, 0.10], [-0.04, -0.04, 0.11], [0.17, 0.13, -0.25], [-0.43, -0.72, 0.60], [0.01, 0.06, 0.09], [-0.06, -0.08, -0.07], [0.10, -0.07, -0.16], [-0.28, 0.46, -0.31], [-0.12, -0.18, 0.09], [0.19, 0.00, 0.18], [-0.26, 0.19, -0.25], [0.45, -0.84, 0.66], [0.04, 0.03, 0.09], [-0.02, -0.13, -0.09], [-0.11, 0.06, -0.14], [0.00, -0.01, 0.00], [-0.01, -0.01, -0.03], [0.01, -0.03, -0.04], [0.06, 0.05, 0.04], [0.05, 0.02, 0.04], [0.05, -0.05, 0.02], [0.03, -0.01, 0.03], [-0.01, -0.02, -0.02], [0.00, 0.06, 0.01], [0.02, 0.09, -0.11], [-0.05, 0.00, -0.04], [0.03, 0.01, 0.01], [-0.04, 0.04, 0.02], [0.01, 0.02, 0.03], [0.00, 0.01, 0.02], [0.02, 0.01, -0.01], [-0.07, 0.01, 0.03], [-0.02, 0.03, 0.10], [-0.02, -0.01, 0.03], [0.02, -0.03, -0.05], [0.00, 0.03, 0.03], [0.01, 0.00, 0.03], [0.01, 0.05, 0.02], [-0.03, 0.03, 0.00], [-0.02, 0.02, 0.03], [0.05, -0.04, 0.01], [0.03, -0.03, 0.01], [0.03, 0.00, 0.05], [0.14, 0.17, -0.03], [-0.01, -0.07, 0.00], [-0.17, 0.10, -0.08], [0.19, 0.20, 0.06], [0.00, -0.18, 0.03], [0.02, 0.01, 0.00], [-0.01, -0.01, 0.00], [-0.01, 0.01, -0.01], [-0.06, 0.01, 0.00], [-0.03, -0.04, 0.00], [0.02, -0.01, 0.01]], "total_charge": 1, "homo_lumo_gap_ev": 8.9, "homo_energy_ev": -11.6, "lumo_ev": -2.68, "spin_multiplicity": 1, "e_tot_ev": -53933.002}